Entry 1:
A 3-piece molecular cluster, C4H13NO2 overall. Source: the Open Molecules 2025 dataset; level of theory: ωB97M-V with the def2-TZVPD basis set.

```
20
Properties=species:S:1:pos:R:3:forces:R:3:mulliken_charge:R:1
C 2.975670 1.576744 0.216516 -1.476 -0.316 0.020 -0.58
C 1.788108 1.228786 -0.536928 4.432 2.026 0.800 -0.04
N 1.001618 0.125361 -0.306233 -0.592 -0.209 1.060 -0.30
C 0.223504 0.368857 0.961217 1.499 2.280 -1.525 -0.28
C -1.256143 0.254065 0.860837 -3.096 2.528 0.665 -1.15
H 3.377855 1.027954 1.239287 -1.388 0.934 -3.061 0.21
H 3.617966 2.532367 0.029116 -1.747 -1.737 0.045 0.24
H 1.379135 1.927478 -1.310601 1.110 -0.382 0.358 0.08
H 0.579748 -0.337141 -1.114400 -0.131 0.657 0.585 0.30
H 0.732592 1.329441 1.303559 -1.594 -0.923 -0.040 0.36
H 0.572306 -0.330253 1.636919 0.336 -1.700 1.636 0.26
H -1.736103 0.290104 1.887016 0.716 -0.739 -1.000 0.31
H -1.438504 -0.626034 0.324110 -0.607 -1.826 -0.184 0.34
H -2.038377 0.977472 0.319878 2.549 -0.585 0.619 0.23
O -0.485882 1.586382 -3.510540 0.226 -0.394 -1.125 -0.63
H 0.267620 2.125021 -3.314234 0.835 0.480 -0.133 0.33
H -0.963270 1.619510 -2.707076 -1.070 -0.101 1.281 0.31
O -2.594656 -5.023433 1.094988 -0.130 -2.442 0.363 -0.64
H -3.288603 -4.644676 1.629650 -0.310 0.434 0.211 0.32
H -2.714591 -6.008014 1.296918 0.440 2.016 -0.575 0.33
```
Positions in Å, forces in eV/Å.

Computed properties:
Charge: 0
Highest occupied orbital energy in eV: -8.413
Energy above the lowest of the compared OMol25 structures with the same formula, charge and spin in kcal per mole: 80.0
2S+1: 1
Lowest unoccupied orbital energy in eV: 0.731
Total energy in eV: -9940.727

Entry 2:
One molecule with the formula C24H26ClN3O3. Source: the Open Molecules 2025 dataset; level of theory: ωB97M-V with the def2-TZVPD basis set.

```
57
Properties=species:S:1:pos:R:3:forces:R:3:mulliken_charge:R:1
O 0.312016 1.648249 -0.668823 -0.169 -0.167 0.033 -0.85
C 1.048867 2.631177 -0.769733 0.012 0.197 -0.127 0.94
N 0.648363 3.734902 -1.423403 0.043 0.235 -0.045 -0.16
C -0.671069 3.888905 -2.001671 -0.097 0.166 -0.052 -0.27
C -1.420338 5.037989 -1.323690 -0.218 -0.349 0.022 -0.79
C -2.813295 5.188293 -1.927834 0.154 0.308 -0.073 -0.69
C -2.721029 5.429962 -3.431322 -0.192 -0.271 0.037 -0.64
C -1.967608 4.289121 -4.108329 0.151 0.311 -0.056 -0.64
C -0.573183 4.136867 -3.507359 -0.213 -0.336 0.077 -0.74
C 2.429185 2.666240 -0.213305 0.302 -0.128 0.207 0.56
C 3.049124 3.875693 0.099076 0.008 -0.135 -0.015 -0.52
C 4.339236 3.916750 0.588984 0.081 0.136 0.012 -0.87
C 5.042484 2.736028 0.771728 -0.185 0.103 -0.054 -0.58
C 4.446287 1.522176 0.499656 0.113 -0.163 0.049 -0.68
C 3.134863 1.467494 0.028586 0.124 0.277 0.067 0.10
N 2.490182 0.264634 -0.219342 -0.416 0.155 -0.208 0.05
C 2.910793 -1.008042 -0.000967 -0.413 -0.233 -0.243 0.13
O 3.998249 -1.337697 0.413156 0.280 -0.072 0.122 -0.69
C 1.808012 -2.011576 -0.344729 0.251 -0.247 0.202 0.16
C 2.198271 -3.454621 -0.054680 0.070 0.089 -0.065 -0.83
C 0.913136 -4.124058 0.390571 0.403 -0.070 -0.222 0.46
O 0.736883 -5.315144 0.479302 -0.010 -0.262 0.045 -0.66
N 0.002581 -3.140844 0.677093 -0.007 0.317 -0.143 0.24
C -1.296922 -3.327809 1.158418 -0.398 -0.136 0.185 0.38
C -1.985719 -2.267730 1.750360 0.161 -0.080 -0.075 -0.18
C -3.278538 -2.434896 2.210097 -0.134 -0.140 -0.002 -0.92
C -3.898516 -3.666047 2.086616 0.203 0.067 -0.045 0.41
Cl -5.517034 -3.873756 2.661152 -0.205 -0.028 0.074 -0.22
C -3.228426 -4.730829 1.506808 -0.084 0.187 0.073 -0.78
C -1.938879 -4.562069 1.043582 0.079 -0.109 -0.060 -0.37
C 0.556182 -1.807197 0.524886 -0.002 0.214 0.026 -1.30
H 1.288967 4.501975 -1.548221 0.051 -0.143 0.033 0.34
H -1.196382 2.946834 -1.814842 0.050 0.141 -0.050 0.37
H -1.492722 4.844064 -0.251751 0.083 0.030 0.023 0.36
H -0.859126 5.965904 -1.464100 0.071 0.069 0.026 0.30
H -3.334579 6.017940 -1.446975 -0.068 -0.058 0.043 0.35
H -3.386887 4.278244 -1.741017 -0.081 -0.034 0.046 0.34
H -3.722932 5.515225 -3.855161 -0.001 0.087 -0.037 0.31
H -2.198563 6.371324 -3.616921 -0.004 0.083 -0.036 0.31
H -1.886801 4.478592 -5.180171 -0.038 -0.087 -0.023 0.35
H -2.521709 3.358083 -3.973012 -0.041 -0.073 -0.050 0.33
H -0.046549 3.306560 -3.981915 0.084 0.028 0.020 0.35
H 0.002621 5.049332 -3.685058 0.086 0.054 -0.019 0.31
H 2.507344 4.804912 -0.005734 -0.045 0.052 -0.014 0.43
H 4.793914 4.865583 0.829146 0.025 0.082 0.023 0.40
H 6.055612 2.761473 1.142949 0.088 -0.018 0.036 0.40
H 4.978271 0.599751 0.661589 0.000 -0.023 -0.009 0.53
H 1.512487 0.408739 -0.491581 0.203 -0.125 0.094 0.18
H 1.549751 -1.889299 -1.401011 -0.036 0.011 0.082 0.48
H 2.629725 -3.976696 -0.906433 -0.038 -0.041 0.061 0.41
H 2.926083 -3.495079 0.760388 -0.040 -0.027 -0.031 0.30
H -1.521864 -1.302066 1.867370 0.079 0.100 -0.009 0.40
H -3.801368 -1.608759 2.665821 -0.059 0.056 0.041 0.39
H -3.714078 -5.689185 1.413264 -0.057 -0.078 -0.004 0.40
H -1.419848 -5.393786 0.599083 0.012 -0.003 -0.011 0.44
H -0.172898 -1.142208 0.056226 0.050 0.010 0.096 0.81
H 0.834190 -1.396347 1.504635 -0.067 0.072 -0.078 0.37
```
Positions in Å, forces in eV/Å.

Computed properties:
Charge: 0
Highest occupied orbital energy in eV: -8.323
Energy above the lowest of the compared OMol25 structures with the same formula, charge and spin in kcal per mole: 0.0
2S+1: 1
Lowest unoccupied orbital energy in eV: 0.358
Total energy in eV: -48448.197

Entry 3:
A 7-piece molecular cluster, C5H24N2O6 overall. Source: the Open Molecules 2025 dataset; level of theory: ωB97M-V with the def2-TZVPD basis set.

```
37
Properties=species:S:1:pos:R:3:forces:R:3:mulliken_charge:R:1
H -1.123750 -2.548321 -0.969472 0.980 0.955 -1.415 0.21
N -1.620917 -2.627208 -0.129523 -0.663 0.563 3.221 -0.78
C -1.387139 -1.757619 0.810513 -0.864 -0.756 -0.864 -0.15
N -0.619309 -0.577477 0.783526 0.260 -1.731 -0.332 0.14
C -0.425415 0.016352 2.090517 0.511 0.990 0.193 -0.48
C 1.033832 0.492383 2.314058 -0.638 0.148 0.016 -0.99
C 1.519921 1.547669 1.306458 1.804 1.342 2.493 -0.05
C 0.582905 2.758803 1.234351 1.222 0.540 -1.020 -1.02
H -1.997648 -1.933612 1.782812 1.130 0.498 -1.485 0.50
H 0.260008 -0.641960 0.166333 -1.739 0.254 0.709 0.07
H -0.699401 -0.686119 2.862905 0.087 -0.389 0.336 0.50
H -1.147280 0.875982 2.262529 0.960 -0.671 -0.357 0.20
H 1.064658 0.687130 3.403885 0.125 1.185 -0.575 0.33
H 1.855990 -0.183373 2.257909 -0.072 -1.946 -0.238 0.34
H 2.579339 1.879668 1.694260 -1.797 -0.548 -0.659 0.36
H 1.723908 1.179883 0.284694 -0.343 -0.333 0.746 0.09
H -0.233247 2.855836 1.975005 0.438 -0.352 -0.661 0.31
H 1.185941 3.683040 1.235761 -0.355 -0.210 0.265 0.30
H 0.322912 2.635828 0.189228 -1.543 0.752 -0.015 0.21
O 1.249440 -3.878887 -1.363583 -2.567 -5.039 -0.864 -0.65
H 0.252399 -3.993702 -1.327651 1.984 0.227 0.064 0.38
H 1.407707 -3.021117 -1.188679 0.580 4.702 0.792 0.26
O -3.792416 0.259478 0.369086 4.061 -0.197 -0.853 -0.74
H -3.608017 -0.684743 0.489897 -1.143 -0.413 0.117 0.38
H -2.766179 0.386356 0.159830 -2.722 0.631 0.597 0.30
O 1.085405 -0.679531 -1.319268 2.035 2.217 -1.560 -0.61
H 2.060071 -0.914032 -1.402942 -1.312 0.222 0.190 0.45
H 1.105563 0.272807 -1.733655 -0.748 -2.392 0.874 0.19
O -3.392401 1.211123 -2.480429 0.572 0.012 0.481 -0.61
H -4.168895 1.209141 -3.024484 -0.534 0.018 -0.490 0.29
H -3.709615 0.908180 -1.615481 0.024 -0.037 0.036 0.37
O 3.660602 -1.499120 -1.060490 0.396 0.931 -1.539 -0.62
H 4.579882 -1.235260 -1.024018 0.225 0.185 -0.193 0.27
H 3.532288 -1.995668 -0.289714 -0.360 -1.301 1.841 0.30
O 0.055753 1.717921 -2.674220 4.409 3.398 -1.163 -0.60
H 0.407172 2.588410 -3.182687 -1.262 -3.190 1.882 0.30
H -0.834068 1.691761 -2.887264 -3.140 -0.264 -0.568 0.26
```
Positions in Å, forces in eV/Å.

Computed properties:
Charge: 0
Highest occupied orbital energy in eV: -8.951
Energy above the lowest of the compared OMol25 structures with the same formula, charge and spin in kcal per mole: 66.5
2S+1: 1
Lowest unoccupied orbital energy in eV: 0.180
Total energy in eV: -20837.725

Entry 4:
One molecule with the formula C3H7N3O. Source: the Open Molecules 2025 dataset; level of theory: ωB97M-V with the def2-TZVPD basis set.

```
14
Properties=species:S:1:pos:R:3:forces:R:3:mulliken_charge:R:1
C 1.359083 0.982528 -0.506781 0.169 0.377 0.388 -0.75
N 0.762138 -0.185862 -1.130730 0.259 -0.604 0.504 -0.66
C 0.101288 -0.714550 -0.150398 -0.180 -0.645 -0.449 0.47
N 0.320286 -1.947430 0.307690 -0.170 -0.253 -0.128 -0.41
C -1.101404 -0.053200 0.569004 -0.286 -0.185 0.120 0.47
N -1.654960 0.972182 -0.119856 -0.043 -0.133 0.021 -0.34
O -1.574058 -0.543934 1.581482 0.257 0.247 -0.202 -0.66
H 2.391255 0.734500 -0.227998 0.105 0.054 -0.380 0.29
H 0.910273 1.011390 0.514289 0.253 1.577 -0.428 0.34
H 1.377102 1.892436 -1.127677 -0.249 -0.138 0.477 0.21
H -0.185085 -2.239872 1.130388 -0.117 -0.138 -0.104 0.23
H 1.199720 -2.370094 0.052937 -0.232 -0.084 -0.007 0.30
H -1.343916 1.156037 -1.061551 0.072 -0.040 0.145 0.25
H -2.561723 1.305868 0.169201 0.163 -0.033 0.044 0.25
```
Positions in Å, forces in eV/Å.

Computed properties:
Charge: 0
Highest occupied orbital energy in eV: -8.193
Energy above the lowest of the compared OMol25 structures with the same formula, charge and spin in kcal per mole: 39.2
2S+1: 1
Lowest unoccupied orbital energy in eV: 0.590
Total energy in eV: -9741.335

Computed gap between HOMO and LUMO (eV) in order:
9.1 8.7 9.1 8.8